(1)
The following is a quantum chemistry calculation of 7 unconnected molecules or ions with the total composition C43H89N3O11S4, from the Open Molecules 2025 dataset.

DFT total energy   -116354.6647 eV
SMILES   CC1(C)CCCC(C)(C)N1O.CC1(C)CCCC(C)(C)N1O.CC1(C)CCCC(C)(C)N1O.O=S1(=O)CCCC1.O=S1(=O)CCCC1.O=S1(=O)CCCC1.O=S1(=O)CCCC1
Kohn-Sham gap   7.775 eV
Maximum force   4.37 eV/Å
ΔE to the lowest compared entry with this formula, charge and spin   5.497 eV
Net charge   0
Multiplicity   1

The geometry in XYZ format:
```
150
Properties=species:S:1:pos:R:3:forces:R:3:mulliken_charge:R:1
C 0.183 2.308 1.902 -2.0 0.3 -0.8 -1.93
C -0.627 1.052 1.428 -0.9 0.0 0.0 1.38
C -0.229 0.586 0.002 0.2 -1.2 1.0 -1.59
C -0.407 -0.004 2.589 0.3 -1.0 -0.7 -1.07
C -1.378 -1.182 2.704 -1.8 0.1 -1.2 -0.87
C -2.860 -0.662 2.563 2.3 0.0 3.7 -1.34
C -3.146 0.303 1.455 -1.4 -1.3 -0.5 1.30
C -3.275 -0.643 0.209 -0.6 1.6 -0.9 -1.74
C -4.586 0.909 1.919 1.8 0.5 -2.1 -1.75
N -2.094 1.341 1.326 -0.1 -1.8 3.2 0.46
O -2.432 2.450 0.585 0.1 0.4 -0.5 -0.44
H 1.262 2.166 1.963 -0.2 -0.1 0.0 0.36
H -0.089 3.142 1.255 0.7 0.0 -0.7 0.47
H -0.278 2.704 2.807 0.4 -0.6 0.7 0.47
H 0.851 0.686 -0.099 -0.1 -0.2 -0.6 0.39
H -0.570 -0.447 -0.069 0.8 -0.6 0.3 0.38
H -0.826 0.926 -0.845 0.3 1.3 0.3 0.27
H 0.570 -0.479 2.501 0.4 0.3 -0.5 0.36
H -0.341 0.443 3.582 -0.4 0.6 -0.2 0.43
H -1.289 -1.991 1.979 0.6 0.3 -0.7 0.37
H -1.219 -1.769 3.608 -0.2 0.5 0.5 0.46
H -3.024 -0.122 3.496 0.3 0.7 0.3 0.48
H -3.546 -1.466 2.829 -0.4 -0.3 -1.4 0.47
H -3.134 -0.024 -0.677 0.1 0.0 -0.3 0.40
H -4.290 -1.025 0.096 0.0 -0.2 0.3 0.42
H -2.561 -1.462 0.126 0.0 0.1 0.4 0.28
H -5.397 0.183 1.968 0.5 -0.4 0.5 0.37
H -4.920 1.573 1.122 0.0 0.4 0.1 0.44
H -4.406 1.496 2.820 -0.3 -0.2 0.1 0.42
H -2.329 3.110 1.275 -0.4 0.7 -0.4 0.35
C 5.440 -2.842 -7.514 0.5 0.1 0.3 -2.00
C 4.351 -2.357 -6.514 -0.5 0.5 -1.2 1.35
C 4.687 -2.764 -5.012 0.2 0.0 -0.6 -1.53
C 4.293 -0.800 -6.770 1.2 -1.1 1.9 -1.19
C 2.958 -0.182 -6.399 3.0 -0.1 1.6 -0.83
C 1.815 -0.794 -7.085 -0.6 0.7 0.5 -0.88
C 1.672 -2.337 -6.905 2.2 1.4 -1.9 1.53
C 1.136 -2.656 -5.566 -0.1 -0.5 1.0 -1.67
C 0.828 -2.824 -8.071 -0.8 -1.1 0.2 -1.99
N 3.079 -2.901 -7.030 -0.9 3.6 -0.3 0.32
O 3.059 -4.225 -7.169 0.2 -2.9 -0.2 -0.50
H 5.372 -2.390 -8.504 -1.1 -0.3 -0.2 0.42
H 6.433 -2.439 -7.310 0.2 -0.3 1.0 0.44
H 5.475 -3.929 -7.586 0.2 0.1 0.0 0.43
H 5.548 -2.235 -4.605 0.1 0.3 -0.3 0.39
H 3.898 -2.640 -4.269 -0.3 0.3 -0.4 0.33
H 4.963 -3.813 -4.907 -0.1 -0.2 -0.5 0.36
H 5.054 -0.503 -6.048 0.0 0.7 0.3 0.49
H 4.790 -0.463 -7.680 -0.8 -0.4 -0.6 0.41
H 2.892 -0.329 -5.321 -0.2 0.0 0.3 0.36
H 3.132 0.890 -6.491 -0.8 0.2 -0.4 0.39
H 1.929 -0.380 -8.087 -0.8 -0.8 -0.5 0.32
H 1.011 -0.305 -6.534 -0.9 -0.2 -0.8 0.35
H 1.058 -3.732 -5.409 0.1 -0.1 -0.1 0.35
H 0.157 -2.230 -5.347 0.1 0.2 0.0 0.43
H 1.923 -2.298 -4.902 -0.6 0.1 0.6 0.32
H 1.054 -2.402 -9.050 0.3 0.1 0.2 0.37
H -0.234 -2.667 -7.881 -0.1 0.6 0.1 0.42
H 0.820 -3.912 -8.130 0.5 -0.1 -0.1 0.45
H 3.260 -4.314 -8.104 0.0 -0.8 -0.2 0.36
C 7.653 3.014 2.798 -0.4 1.4 0.3 -1.79
C 8.865 3.065 1.863 0.1 -0.7 -1.3 1.39
C 10.150 3.533 2.583 -0.7 0.1 0.0 -1.76
C 9.106 1.546 1.506 -0.8 -0.2 -0.3 -1.25
C 8.740 1.123 0.097 0.3 -0.6 -0.4 -0.77
C 9.393 1.983 -0.948 -1.3 1.0 1.2 -1.07
C 8.923 3.486 -0.789 0.9 -0.2 1.0 1.29
C 10.117 4.331 -1.260 0.6 0.4 -0.1 -1.78
C 7.662 3.752 -1.615 0.4 1.0 -0.4 -1.74
N 8.595 3.890 0.616 0.6 -3.7 0.1 0.55
O 8.040 5.156 0.723 0.1 0.0 0.7 -0.49
H 7.983 2.877 3.828 0.0 -0.3 0.0 0.43
H 7.101 3.954 2.804 0.1 0.3 -0.1 0.34
H 6.892 2.272 2.555 0.3 -0.2 -0.2 0.40
H 10.324 2.893 3.447 -0.1 0.2 0.3 0.48
H 11.043 3.432 1.965 -0.2 0.2 -0.3 0.35
H 10.006 4.570 2.888 0.3 0.1 0.3 0.42
H 10.109 1.181 1.727 0.3 0.5 -0.2 0.40
H 8.475 0.964 2.178 0.1 0.0 0.2 0.41
H 9.144 0.134 -0.121 0.0 -0.4 0.5 0.39
H 7.685 1.009 -0.153 -0.3 0.4 0.6 0.35
H 8.992 1.581 -1.879 0.7 0.4 -0.4 0.39
H 10.466 1.849 -0.808 0.1 0.3 -0.5 0.42
H 10.979 4.451 -0.603 -0.3 -0.8 1.1 0.35
H 9.892 5.392 -1.370 -0.4 -0.1 -1.0 0.35
H 10.646 3.821 -2.065 -0.5 0.6 -0.9 0.44
H 6.708 3.547 -1.130 0.3 -0.4 0.2 0.36
H 7.690 3.288 -2.600 0.1 0.0 0.0 0.41
H 7.691 4.835 -1.739 -0.4 0.1 -0.4 0.37
H 8.710 5.600 1.247 0.0 0.8 0.0 0.36
O -1.877 -7.630 11.523 0.9 1.6 1.4 -0.63
S -2.069 -8.458 10.403 -2.4 -2.9 -1.1 1.03
O -2.047 -9.909 10.604 0.8 1.4 -0.6 -0.64
C -3.739 -8.187 9.678 1.6 0.8 -2.4 -0.65
C -3.452 -8.650 8.204 0.1 -2.0 1.0 -0.74
C -2.097 -7.984 7.781 -2.9 1.3 -1.5 -0.70
C -1.159 -7.882 8.918 0.6 -0.2 0.9 -0.45
H -3.892 -7.137 9.429 -0.1 0.5 1.2 0.30
H -4.572 -8.610 10.240 0.5 -0.2 -0.1 0.42
H -3.319 -9.732 8.226 0.3 -0.2 0.1 0.33
H -4.357 -8.578 7.601 0.4 0.9 -0.4 0.39
H -2.350 -6.951 7.543 -0.3 0.2 -0.1 0.27
H -1.673 -8.283 6.822 0.0 -0.8 0.4 0.40
H -0.995 -6.827 9.139 0.5 -0.2 0.2 0.32
H -0.252 -8.411 8.626 0.2 -0.1 1.0 0.35
O -10.250 -1.088 7.488 0.8 0.5 -1.3 -0.65
S -9.047 -1.891 7.541 -0.4 -0.9 2.8 1.05
O -7.707 -1.368 7.801 -1.0 0.1 -1.3 -0.62
C -9.367 -2.967 9.032 -0.9 1.7 -0.9 -0.65
C -9.377 -4.391 8.525 2.7 -0.4 0.2 -0.57
C -8.426 -4.345 7.251 -1.0 -1.9 0.4 -0.63
C -8.968 -3.283 6.327 0.8 1.1 0.6 -0.64
H -10.235 -2.527 9.523 -0.6 -0.5 -0.6 0.37
H -8.612 -2.619 9.736 0.7 -1.0 -0.2 0.32
H -8.812 -4.886 9.315 -0.2 -0.8 -0.2 0.24
H -10.261 -4.994 8.317 -0.4 0.8 0.1 0.35
H -8.459 -5.287 6.704 -0.3 -0.3 0.1 0.36
H -7.381 -4.332 7.560 0.0 1.0 -0.1 0.33
H -9.967 -3.528 5.965 0.0 0.2 0.1 0.33
H -8.297 -3.040 5.503 -0.1 0.2 0.1 0.40
O -1.165 10.315 0.295 0.2 -1.2 -2.1 -0.65
S -0.795 9.776 -1.051 -1.2 1.7 3.2 1.07
O -1.608 8.730 -1.679 1.1 1.4 0.4 -0.66
C -0.494 11.285 -2.057 -1.1 -2.1 -0.8 -0.80
C 0.908 11.711 -1.637 -1.7 1.3 -0.4 -0.47
C 1.749 10.510 -1.630 0.5 -2.9 0.9 -0.56
C 0.933 9.359 -0.931 0.2 -1.4 -1.2 -0.64
H -1.355 11.954 -2.038 0.3 0.2 0.8 0.42
H -0.641 10.771 -3.007 0.9 0.5 -0.8 0.36
H 1.275 12.469 -2.329 0.1 0.2 0.3 0.33
H 0.749 12.092 -0.628 0.5 0.4 0.0 0.29
H 2.709 10.582 -1.120 0.0 0.4 -0.1 0.29
H 1.930 10.099 -2.623 0.1 0.5 -0.2 0.31
H 1.196 8.929 0.035 -0.1 1.1 0.5 0.38
H 0.974 8.432 -1.503 0.2 0.1 -0.6 0.33
O -11.187 -0.766 -7.549 1.4 -1.7 0.6 -0.65
S -10.188 -1.761 -7.105 -1.3 0.8 0.5 1.07
O -10.151 -3.107 -7.651 -0.1 0.7 0.0 -0.63
C -8.531 -1.047 -7.244 -0.9 -1.5 1.1 -0.62
C -7.853 -1.781 -6.087 1.8 0.1 0.7 -0.65
C -8.673 -1.700 -4.806 -1.9 -2.1 -0.7 -0.60
C -10.195 -1.949 -5.260 0.2 2.1 -0.2 -0.64
H -8.712 0.008 -7.041 0.6 0.1 -0.7 0.32
H -8.271 -1.468 -8.215 0.5 1.0 -0.2 0.39
H -7.521 -2.788 -6.339 -0.7 -0.2 -0.3 0.32
H -6.929 -1.379 -5.673 0.5 0.6 -1.1 0.37
H -8.335 -0.803 -4.288 -1.2 0.3 0.1 0.37
H -8.425 -2.542 -4.159 0.3 0.1 0.0 0.25
H -10.864 -1.160 -4.916 0.1 0.2 0.0 0.30
H -10.764 -2.854 -5.049 0.9 -0.4 0.1 0.40
```
Positions in Å, forces in eV/Å.

(2)
The following is a quantum chemistry calculation of 6 unconnected molecules or ions with the total composition C43H97ClN6O3P, from the Open Molecules 2025 dataset.

DFT total energy   -83045.2835 eV
Kohn-Sham gap   6.569 eV
Maximum force   4.86 eV/Å
Net charge   +1
Multiplicity   1

The geometry in XYZ format:
```
151
Properties=species:S:1:pos:R:3:forces:R:3:mulliken_charge:R:1
C 2.176 8.030 0.112 -0.2 -0.3 0.0 -0.87
C 2.021 7.169 -1.234 1.5 0.8 0.5 -0.33
O 1.806 5.779 -0.885 -1.5 0.3 -0.2 -0.26
C 0.403 5.424 -0.945 -0.2 0.0 -0.7 -0.18
C 0.150 3.901 -0.427 0.0 1.7 0.2 -0.40
O 1.433 3.223 -0.461 -1.3 -1.8 -0.3 0.19
C 1.301 1.818 -0.199 -0.4 0.8 0.8 -0.46
N 2.718 1.241 -0.326 -0.2 -1.8 0.7 -0.07
C 2.970 0.649 -1.706 1.0 0.2 -3.1 -0.60
C 3.038 1.782 -2.853 -0.1 2.1 -2.0 0.47
C 1.705 2.314 -3.481 3.6 1.1 -0.8 -0.43
C 1.733 3.429 -4.552 3.6 -2.0 2.3 -0.81
C 3.133 3.989 -4.971 -0.6 -1.3 1.5 0.81
C 3.117 5.184 -6.056 0.1 -0.6 0.8 -1.15
C 4.471 3.435 -4.384 -3.1 -1.6 1.5 -0.62
C 4.435 2.321 -3.315 -3.9 1.1 -1.2 -0.31
P 3.825 2.655 0.038 2.9 3.6 -1.5 0.58
O 5.475 2.114 -0.089 -2.3 0.2 1.3 -0.47
Cl 3.598 3.303 2.035 0.0 -1.3 -0.5 -0.25
H 2.847 8.946 -0.053 -1.3 -1.2 0.2 0.34
H 2.682 7.400 0.927 -0.7 0.8 -1.4 0.22
H 1.141 8.313 0.507 1.5 -0.1 -0.5 0.17
H 3.042 7.215 -1.769 -1.6 -0.3 0.7 0.26
H 1.237 7.591 -1.951 0.9 -0.7 1.1 0.31
H -0.249 6.145 -0.334 0.9 -1.0 -0.7 -0.02
H 0.079 5.541 -2.051 0.3 -0.4 1.7 0.25
H -0.214 3.937 0.665 0.4 -0.2 -1.6 0.29
H -0.618 3.432 -1.130 1.0 0.3 1.1 0.20
H 0.996 1.686 0.895 0.2 -0.2 -1.5 0.38
H 0.637 1.257 -0.937 0.7 0.8 1.0 0.07
H 2.856 0.475 0.358 -0.4 0.3 -0.3 0.54
H 3.981 0.104 -1.757 -1.5 0.9 0.6 0.15
H 2.169 -0.129 -1.983 1.0 1.3 0.9 0.48
H 0.746 1.830 -3.098 1.3 0.9 -0.8 0.32
H 0.747 3.799 -4.985 1.7 -0.4 0.5 0.30
H 3.812 6.052 -5.745 -1.0 -1.5 -0.5 0.31
H 2.051 5.608 -6.148 1.7 -0.8 0.1 0.30
H 3.464 4.730 -7.043 -0.5 0.9 1.2 0.33
H 5.492 3.843 -4.688 -1.8 -0.5 0.3 0.34
H 5.350 1.857 -2.809 -1.3 1.0 -1.0 0.30
H 5.965 2.840 0.378 -0.3 -0.8 -0.4 0.32
C -5.465 -1.433 0.944 0.0 0.1 -0.1 -1.24
C -4.067 -1.262 1.527 -0.2 0.0 -0.1 -0.45
N -3.066 -0.885 0.535 0.5 -0.1 -0.2 0.43
C -1.694 -1.027 1.009 -0.2 -0.3 0.0 -0.61
C -1.255 -0.141 2.173 0.3 0.1 0.1 -0.89
C -3.335 0.327 -0.231 -0.4 -0.1 -0.1 -1.16
C -3.557 1.625 0.543 0.0 0.3 -0.1 -0.50
H -5.457 -2.126 0.099 0.1 0.1 0.0 0.12
H -6.137 -1.838 1.704 0.1 0.1 0.0 0.44
H -5.886 -0.481 0.610 0.0 -0.1 0.0 0.29
H -3.785 -2.226 1.963 0.3 0.1 -0.1 0.49
H -4.111 -0.544 2.357 -0.1 0.0 0.1 0.29
H -1.004 -0.877 0.169 -0.2 0.1 -0.1 0.25
H -1.546 -2.072 1.307 -0.2 0.0 0.0 0.42
H -1.118 0.897 1.863 -0.1 0.0 0.1 0.00
H -0.289 -0.488 2.555 -0.1 0.0 0.0 0.41
H -1.960 -0.168 3.006 0.0 0.0 -0.1 0.35
H -4.220 0.148 -0.851 0.0 -0.1 0.1 0.37
H -2.529 0.484 -0.957 0.1 -0.2 0.1 0.32
H -4.257 1.504 1.373 0.1 0.0 0.0 0.32
H -3.978 2.382 -0.126 0.0 -0.1 0.1 0.30
H -2.622 2.031 0.933 -0.1 0.0 0.1 0.06
C -4.311 5.182 0.800 -0.1 0.0 0.0 -1.44
C -3.730 6.569 1.049 -0.2 0.0 -0.1 -0.47
N -4.033 7.524 -0.011 0.3 0.2 -0.3 0.16
C -3.228 8.741 0.058 0.1 -0.1 0.0 -0.32
C -3.407 9.641 1.278 0.0 0.3 0.1 -1.06
C -5.446 7.723 -0.317 -0.2 -0.3 -0.1 -0.67
C -6.366 8.162 0.821 -0.2 0.1 0.1 -0.96
H -4.013 4.800 -0.181 0.0 0.1 0.0 0.31
H -3.943 4.484 1.557 0.0 0.1 0.0 0.47
H -5.403 5.180 0.858 0.1 0.0 0.0 0.32
H -2.643 6.451 1.116 0.0 0.3 -0.1 0.45
H -4.067 6.927 2.030 0.0 -0.1 0.1 0.26
H -3.395 9.337 -0.846 -0.2 -0.2 0.0 0.40
H -2.171 8.450 0.007 -0.1 -0.2 0.0 -0.02
H -4.352 10.184 1.247 0.0 -0.1 0.1 0.24
H -2.611 10.393 1.300 -0.1 -0.1 0.0 0.44
H -3.352 9.085 2.217 0.0 0.0 -0.1 0.27
H -5.840 6.787 -0.728 0.1 0.0 0.1 0.36
H -5.542 8.437 -1.142 0.3 0.0 0.1 0.36
H -6.224 7.568 1.727 0.0 0.0 -0.1 0.26
H -7.409 8.038 0.515 0.1 0.0 0.0 0.37
H -6.231 9.214 1.071 0.0 -0.1 0.1 0.26
C 4.565 -6.577 -0.131 -0.1 0.0 0.0 -1.54
C 5.146 -5.191 0.122 -0.1 -0.2 -0.1 -0.17
N 4.843 -4.230 -0.934 0.2 0.4 -0.2 0.21
C 5.648 -3.015 -0.861 0.1 -0.2 -0.1 -0.76
C 5.469 -2.122 0.365 0.2 0.3 0.1 -0.61
C 3.431 -4.028 -1.239 0.0 -0.4 -0.1 -0.93
C 2.513 -3.593 -0.100 -0.3 0.1 0.1 -0.22
H 4.862 -6.956 -1.112 0.0 0.1 0.1 0.39
H 4.933 -7.277 0.624 0.0 0.1 0.0 0.44
H 3.473 -6.579 -0.072 0.1 0.0 0.0 0.29
H 6.233 -5.311 0.188 0.0 0.3 -0.1 0.45
H 4.809 -4.835 1.106 0.0 0.0 0.1 0.12
H 5.480 -2.416 -1.763 -0.1 -0.1 0.0 0.38
H 6.704 -3.306 -0.914 -0.1 -0.1 0.1 0.37
H 4.521 -1.579 0.336 -0.1 -0.1 0.1 -0.17
H 6.264 -1.370 0.391 0.0 -0.1 0.0 0.40
H 5.524 -2.682 1.301 -0.1 0.0 -0.1 0.29
H 3.036 -4.962 -1.653 0.1 0.0 0.1 0.38
H 3.336 -3.311 -2.062 0.3 0.0 0.1 0.37
H 2.655 -4.191 0.804 0.0 0.1 0.0 0.08
H 1.469 -3.713 -0.405 0.1 0.0 0.0 0.41
H 2.650 -2.540 0.155 0.0 0.0 0.1 -0.16
C 2.600 -4.180 4.241 0.1 0.0 -0.1 -1.16
C 3.118 -4.784 5.541 0.1 -0.1 -0.2 -0.48
N 3.807 -6.056 5.358 0.0 -0.3 0.1 0.12
C 4.019 -6.785 6.607 -0.2 -0.1 0.1 -0.69
C 4.926 -6.145 7.655 0.2 0.0 0.2 -0.96
C 4.937 -6.054 4.435 -0.2 0.1 -0.3 -0.56
C 6.078 -5.076 4.711 0.3 0.1 0.0 -1.08
H 1.980 -4.894 3.693 0.1 0.0 0.0 0.31
H 1.985 -3.302 4.459 0.1 0.0 0.0 0.50
H 3.416 -3.854 3.590 0.0 0.0 0.0 0.05
H 2.246 -4.946 6.184 0.2 -0.2 0.1 0.48
H 3.751 -4.046 6.051 0.0 0.1 0.0 0.27
H 4.396 -7.788 6.380 0.0 0.1 -0.2 0.34
H 3.039 -6.954 7.068 0.0 0.1 -0.1 0.42
H 5.977 -6.193 7.367 -0.1 0.1 0.0 0.22
H 4.833 -6.687 8.601 0.0 0.0 -0.1 0.40
H 4.664 -5.103 7.852 0.0 -0.1 0.0 0.27
H 4.555 -5.850 3.428 -0.1 0.0 0.1 0.21
H 5.351 -7.066 4.364 -0.2 0.0 0.2 0.33
H 5.722 -4.065 4.923 0.0 -0.1 0.0 0.24
H 6.725 -5.012 3.830 0.0 0.0 0.0 0.41
H 6.705 -5.405 5.540 -0.1 0.1 0.0 0.31
C -5.364 -7.627 -3.347 -0.1 0.0 0.0 -1.42
C -4.789 -6.239 -3.088 -0.1 -0.1 -0.1 -0.29
N -5.090 -5.279 -4.143 0.2 0.3 -0.2 0.17
C -4.290 -4.060 -4.065 0.1 -0.2 -0.1 -1.16
C -4.477 -3.168 -2.839 0.0 0.3 0.1 -0.61
C -6.503 -5.083 -4.454 -0.1 -0.3 -0.1 -0.70
C -7.428 -4.654 -3.317 -0.2 0.1 0.1 -0.91
H -5.062 -8.002 -4.328 0.0 0.1 0.1 0.33
H -4.997 -8.328 -2.592 0.0 0.1 0.0 0.43
H -6.456 -7.632 -3.293 0.1 0.0 0.0 0.29
H -3.702 -6.355 -3.017 0.0 0.3 -0.1 0.42
H -5.131 -5.888 -2.105 0.0 -0.1 0.1 0.22
H -4.456 -3.460 -4.966 -0.2 -0.1 0.0 0.37
H -3.233 -4.348 -4.114 -0.1 -0.1 0.0 0.43
H -5.425 -2.628 -2.871 0.0 -0.1 0.1 0.20
H -3.684 -2.414 -2.810 0.0 -0.1 0.0 0.42
H -4.424 -3.730 -1.904 0.0 0.0 -0.1 0.26
H -6.892 -6.018 -4.871 0.1 0.0 0.1 0.37
H -6.597 -4.364 -5.275 0.3 0.0 0.1 0.32
H -7.288 -5.252 -2.413 0.0 0.0 -0.1 0.24
H -8.470 -4.778 -3.627 0.1 0.0 0.0 0.38
H -7.298 -3.602 -3.060 0.0 -0.1 0.1 0.25
```
Positions in Å, forces in eV/Å.